Record 1
The following is a quantum chemistry calculation of a cluster of 3 separate species, C22H36F6O8 in total, from the OMol25 dataset.

Calculated values
LUMO energy: 0.5 eV
structure (SMILES): COCCCCCCCCC[C@@H]1C(=O)OC[C@@H]1O.CCOC(=O)C(F)(F)F.CCOC(=O)C(F)(F)F
HOMO energy: -9.551 eV
gap between HOMO and LUMO: 10.009 eV
calculated total energy: -56083.106 eV

Positions of all 72 atoms, in Å:
C  3.070  -3.029  0.028
O  2.701  -3.191  -1.321
C  3.746  -3.522  -2.220
C  3.750  -2.586  -3.413
C  4.012  -1.121  -3.039
C  3.268  -0.091  -3.918
C  2.379  0.897  -3.150
C  0.974  0.346  -2.861
C  0.881  -0.355  -1.507
C  -0.353  -1.239  -1.266
C  -1.683  -0.767  -1.889
C  -2.224  -1.734  -2.953
C  -1.329  -1.764  -4.170
O  -0.435  -2.500  -4.454
O  -1.698  -0.747  -5.005
C  -2.952  -0.175  -4.576
C  -3.508  -1.225  -3.616
O  -4.489  -0.710  -2.752
H  3.021  -3.978  0.573
H  4.083  -2.624  0.122
H  2.374  -2.328  0.490
H  4.711  -3.480  -1.699
H  3.603  -4.552  -2.562
H  2.795  -2.678  -3.935
H  4.518  -2.950  -4.100
H  3.736  -0.976  -1.993
H  5.084  -0.922  -3.097
H  3.993  0.460  -4.519
H  2.636  -0.626  -4.633
H  2.295  1.823  -3.721
H  2.867  1.147  -2.201
H  0.249  1.161  -2.920
H  0.720  -0.365  -3.651
H  0.983  0.384  -0.708
H  1.750  -1.009  -1.418
H  -0.498  -1.324  -0.187
H  -0.126  -2.248  -1.618
H  -2.451  -0.696  -1.119
H  -1.583  0.234  -2.308
H  -2.337  -2.722  -2.511
H  -3.579  -0.034  -5.454
H  -2.767  0.784  -4.096
H  -3.900  -2.034  -4.244
H  -5.207  -1.340  -2.671
C  2.815  5.683  2.057
C  1.471  5.648  1.368
O  0.995  4.284  1.234
C  0.388  3.773  2.290
O  0.177  4.299  3.343
C  -0.091  2.336  1.971
F  0.849  1.629  1.340
F  -1.176  2.386  1.184
F  -0.417  1.697  3.092
H  3.537  5.069  1.518
H  3.183  6.708  2.082
H  2.738  5.321  3.081
H  1.530  6.010  0.345
H  0.723  6.224  1.910
C  -2.462  -0.441  4.603
C  -2.337  0.139  5.991
O  -3.626  0.186  6.652
C  -4.023  -0.933  7.231
O  -3.444  -1.978  7.279
C  -5.390  -0.709  7.924
F  -6.233  -0.026  7.144
F  -5.210  -0.011  9.056
F  -5.951  -1.872  8.234
H  -3.180  0.130  4.014
H  -1.496  -0.400  4.103
H  -2.787  -1.481  4.640
H  -2.009  1.175  5.966
H  -1.650  -0.437  6.609

Record 2
The following is a quantum chemistry calculation of a structure of composition C22H36GeN5O7SeTi, from the OMol25 dataset.

Calculated values
energy relative to the best compared isomer or geometry (same formula, charge and spin): 0.8143 eV
LUMO energy (spin up / spin down): 0.0 / 0.0 eV
HOMO energy (spin up / spin down): -7.278 / -7.380 eV
gap between HOMO and LUMO (spin up / spin down): 7.296 / 7.415 eV
spin multiplicity: 2
calculated total energy: -190166.602 eV

Positions of all 73 atoms, in Å:
Ti  0.755  0.104  0.068
C  -1.785  -3.581  0.101
C  -0.349  -3.072  0.240
C  0.088  -3.213  1.689
C  0.575  -3.862  -0.679
O  -0.361  -1.666  -0.130
Ge  -1.013  -1.177  -1.892
O  0.654  -0.088  -1.962
C  1.637  -0.141  -3.022
C  1.854  -1.584  -3.461
C  2.935  0.443  -2.486
C  1.106  0.692  -4.182
O  -1.746  0.198  -0.900
C  -2.927  0.907  -1.277
C  -2.618  1.904  -2.391
C  -3.998  -0.080  -1.749
C  -3.428  1.635  -0.037
H  -1.850  -4.618  0.437
H  -2.463  -2.978  0.707
H  -2.122  -3.545  -0.938
H  0.163  -4.274  1.932
H  1.056  -2.753  1.865
H  -0.652  -2.769  2.356
H  0.574  -4.913  -0.384
H  0.231  -3.805  -1.714
H  1.595  -3.487  -0.616
H  2.127  -2.193  -2.599
H  0.957  -1.998  -3.924
H  2.666  -1.637  -4.188
H  3.376  -0.205  -1.730
H  3.649  0.569  -3.302
H  2.761  1.423  -2.033
H  0.086  0.392  -4.432
H  1.104  1.757  -3.938
H  1.731  0.552  -5.065
H  -2.143  1.395  -3.233
H  -3.533  2.378  -2.751
H  -1.944  2.683  -2.033
H  -3.716  -0.552  -2.692
H  -4.140  -0.861  -0.999
H  -4.950  0.431  -1.901
H  -2.641  2.263  0.378
H  -4.285  2.265  -0.283
H  -3.737  0.911  0.720
C  -1.857  -0.602  2.940
C  -0.483  -0.088  3.171
N  0.391  0.216  2.227
C  1.501  0.731  2.850
C  1.308  0.726  4.195
N  0.050  0.205  4.378
C  2.110  1.165  5.374
O  3.302  1.658  5.125
O  1.630  1.057  6.479
C  2.592  1.284  1.986
O  3.622  1.719  2.503
O  2.301  1.262  0.740
H  -1.973  -0.809  1.877
H  -2.593  0.148  3.237
H  -2.049  -1.511  3.511
H  -0.361  0.090  5.293
H  3.506  1.680  4.140
Se  4.725  -2.694  1.196
C  3.275  -1.844  0.653
N  2.299  -1.316  0.283
N  0.404  4.341  -0.618
C  0.000  4.405  0.692
C  -0.207  3.118  1.071
N  0.054  2.272  0.014
C  0.427  3.043  -0.979
H  0.653  5.119  -1.203
H  -0.101  5.334  1.222
H  -0.523  2.745  2.029
H  0.718  2.698  -1.957

Record 3
The following is a quantum chemistry calculation of a structure of composition C22H36N2O3PPtS2SeSi, from the OMol25 dataset.

Calculated values
energy relative to the best compared isomer or geometry (same formula, charge and spin): 0.0572 eV
LUMO energy: -3.2 eV
HOMO energy: -10.689 eV
gap between HOMO and LUMO: 7.503 eV
charge: +1
calculated total energy: -139950.937 eV

Positions of all 69 atoms, in Å:
Pt  0.013  0.319  0.082
C  0.409  2.543  -2.066
N  0.303  1.063  -1.990
C  -0.952  0.637  -2.674
C  -1.207  -0.817  -2.380
N  -1.489  -1.013  -0.925
C  -1.316  -2.458  -0.630
C  -2.865  -0.569  -0.631
C  -3.939  -1.368  -1.011
C  -5.239  -0.958  -0.779
C  -5.474  0.268  -0.169
C  -4.411  1.066  0.203
C  -3.093  0.658  -0.023
S  -1.798  1.749  0.465
C  1.458  0.424  -2.648
C  1.817  0.810  -3.938
C  2.868  0.194  -4.590
C  3.567  -0.827  -3.955
C  3.212  -1.215  -2.679
C  2.157  -0.588  -2.008
S  1.815  -1.092  -0.362
H  0.332  2.872  -3.102
H  1.360  2.855  -1.647
H  -0.402  2.980  -1.489
H  -0.858  0.796  -3.750
H  -1.765  1.263  -2.302
H  -0.325  -1.411  -2.624
H  -2.050  -1.192  -2.964
H  -1.855  -3.065  -1.357
H  -1.688  -2.666  0.368
H  -0.256  -2.692  -0.703
H  -3.772  -2.321  -1.495
H  -6.063  -1.592  -1.077
H  -6.486  0.600  0.017
H  -4.586  2.023  0.679
H  1.271  1.593  -4.447
H  3.138  0.506  -5.589
H  4.391  -1.317  -4.455
H  3.759  -2.002  -2.174
C  0.752  -2.809  2.385
O  0.772  -1.410  2.734
P  -0.303  -0.390  2.197
O  -1.700  -1.132  2.176
C  -2.394  -1.503  3.389
O  -0.299  0.575  3.416
C  -0.898  1.866  3.638
H  1.596  -3.253  2.903
H  0.870  -2.946  1.312
H  -0.175  -3.269  2.725
H  -3.359  -1.887  3.074
H  -2.527  -0.633  4.027
H  -1.838  -2.271  3.925
H  -0.646  2.119  4.662
H  -1.975  1.806  3.506
H  -0.477  2.596  2.954
C  4.308  1.947  -0.941
Si  3.749  1.738  0.824
C  4.484  0.231  1.627
C  4.212  3.272  1.788
Se  1.466  2.010  1.094
H  5.401  2.007  -0.916
H  3.938  2.877  -1.376
H  4.039  1.121  -1.597
H  5.558  0.392  1.746
H  4.330  -0.671  1.036
H  4.053  0.071  2.617
H  5.300  3.378  1.789
H  3.882  3.213  2.826
H  3.791  4.175  1.344

Record 4
The following is a quantum chemistry calculation of the molecule C22H36N4O3, from the OMol25 dataset.

Calculated values
energy relative to the best compared isomer or geometry (same formula, charge and spin): 0.0345 eV
LUMO energy: 0.7 eV
structure (SMILES): COCCCCC(=O)N[C@H]1CC[C@@H](N(C)C(=O)c2cnc3n2CC[C@@H](C)C3)CC1
HOMO energy: -8.791 eV
gap between HOMO and LUMO: 9.488 eV
calculated total energy: -35503.282 eV

Positions of all 65 atoms, in Å:
C  -2.508  1.467  1.166
O  -1.694  1.349  0.022
C  -2.354  1.806  -1.142
C  -1.421  1.702  -2.329
C  -1.018  0.268  -2.653
C  -0.147  0.183  -3.906
C  1.145  0.985  -3.845
O  1.471  1.745  -4.742
N  1.916  0.762  -2.749
C  3.152  1.495  -2.508
C  2.919  2.645  -1.527
C  2.361  2.110  -0.213
C  3.189  0.946  0.362
N  2.439  0.289  1.454
C  2.816  0.656  2.806
C  1.247  -0.286  1.131
O  0.957  -0.528  -0.042
C  0.257  -0.603  2.182
C  -0.010  -0.112  3.442
N  -1.182  -0.603  3.921
C  -1.643  -1.392  2.971
N  -0.822  -1.431  1.898
C  -1.117  -2.160  0.661
C  -2.200  -3.197  0.909
C  -3.390  -2.602  1.653
C  -4.552  -3.579  1.750
C  -2.917  -2.166  3.037
C  3.745  -0.080  -0.639
C  4.221  0.568  -1.937
H  -1.924  1.158  2.030
H  -2.840  2.502  1.311
H  -3.401  0.831  1.086
H  -3.260  1.204  -1.313
H  -2.676  2.847  -0.998
H  -1.915  2.153  -3.195
H  -0.529  2.305  -2.128
H  -0.513  -0.167  -1.788
H  -1.920  -0.331  -2.816
H  0.117  -0.858  -4.111
H  -0.687  0.559  -4.774
H  1.531  0.216  -1.988
H  3.467  1.888  -3.473
H  3.870  3.165  -1.368
H  2.225  3.369  -1.959
H  2.316  2.902  0.539
H  1.335  1.780  -0.374
H  4.059  1.397  0.847
H  2.496  -0.106  3.510
H  3.902  0.716  2.855
H  2.405  1.624  3.108
H  0.557  0.596  4.020
H  -1.434  -1.434  -0.088
H  -0.202  -2.618  0.298
H  -2.510  -3.601  -0.057
H  -1.797  -4.033  1.493
H  -3.720  -1.711  1.103
H  -4.242  -4.493  2.264
H  -5.384  -3.148  2.310
H  -4.918  -3.857  0.761
H  -2.760  -3.053  3.661
H  -3.663  -1.554  3.547
H  4.567  -0.614  -0.156
H  2.986  -0.823  -0.865
H  4.475  -0.209  -2.661
H  5.125  1.159  -1.766